Record 1
This record from the Open Molecules 2025 dataset describes 3 unconnected molecules or ions with the total composition C7H20N4P. The level of theory is ωB97M-V/def2-TZVPD.

```
32
Properties=species:S:1:pos:R:3:lowdin_charge:R:1
C -0.54268 -3.15455 1.73458 -0.003
C 0.79617 -1.15404 2.64702 0.040
C -1.94230 1.44147 0.61631 -0.117
C -2.88550 -0.16576 2.18423 -0.043
C 2.26733 1.12788 -3.38574 -0.128
C 1.40230 2.67745 -1.48844 -0.126
C -0.13468 -1.26786 0.45617 -0.185
N -0.07271 -1.00504 -0.68787 -0.122
N 0.07295 -1.85139 1.54390 -0.135
N -2.08500 0.15810 1.29743 -0.142
N 1.81178 1.37670 -2.01836 -0.274
P -0.33896 -0.26544 -2.15503 0.883
H -1.03651 -3.52268 0.84729 0.107
H 0.15508 -3.88835 2.01082 0.079
H -1.20070 -3.15673 2.66167 0.119
H 0.55784 -1.66882 3.58243 0.108
H 1.83535 -1.12023 2.51724 0.080
H 0.38006 -0.14963 2.71313 0.091
H -1.86646 1.16646 -0.45982 0.026
H -2.84551 2.19244 0.77946 0.125
H -1.00152 1.82475 1.01184 0.066
H -3.68170 0.49067 2.69352 0.117
H -1.30345 -1.23374 -2.52211 -0.077
H -2.69609 -1.23331 2.45435 0.070
H 1.68614 1.58317 -4.12986 0.070
H 3.17215 1.71428 -3.49185 0.084
H 2.45569 0.13209 -3.50704 0.035
H 0.54507 3.13175 -1.89028 0.049
H 1.16909 2.59120 -0.34311 0.102
H 2.24199 3.37350 -1.59646 0.076
H 2.38673 0.90558 -1.36442 0.081
H 0.69806 -1.04994 -2.71102 -0.055
```

Computed properties:
total charge	+1
frontier orbital gap	0.310	hartree
relative energy (zero: lowest compared OMol25 entry of this formula, charge and spin)	197.8	kJ/mol
calculated total energy	-838.6970	Ha
HOMO	-11.3	eV
max |F|	0.0863	hartree/bohr



Record 2
This record from the Open Molecules 2025 dataset describes a single C2H5NS2 molecule. The level of theory is ωB97M-V/def2-TZVPD.

```
10
Properties=species:S:1:pos:R:3:lowdin_charge:R:1
C 1.79471 -0.10510 -0.00419 -0.429
S 0.16281 -0.82271 0.04245 0.826
C -0.77471 0.67177 0.02699 -0.636
N -2.02357 0.77268 0.03139 -0.473
S -3.08531 -0.52784 0.00672 0.709
H 2.49453 -0.94650 -0.12498 0.041
H 1.94278 0.55415 -0.86742 0.047
H 1.97452 0.40944 0.91305 0.026
H -0.19243 1.60293 0.01457 0.084
H -2.29331 -1.60881 -0.03856 -0.197
```

Computed properties:
frontier orbital gap	0.342	hartree
SMILES	CS/C=N\S
relative energy (zero: lowest compared OMol25 entry of this formula, charge and spin)	109.3	kJ/mol
calculated total energy	-930.2978	Ha
HOMO	-8.6	eV
max |F|	0.0218	hartree/bohr



Record 3
This record from the Open Molecules 2025 dataset describes a single C27H32N2O7S molecule. The level of theory is ωB97M-V/def2-TZVPD.

```
69
Properties=species:S:1:pos:R:3:lowdin_charge:R:1
C -6.06383 2.52597 4.11338 -0.113
O -5.00079 1.70570 4.52339 -0.182
C -4.31610 1.11846 3.44298 -0.203
C -3.23066 0.20291 4.01867 -0.084
N -2.39940 -0.38738 3.00365 -0.001
C -2.74367 -1.51084 2.33274 -0.374
O -3.76287 -2.14365 2.48721 0.109
C -1.59291 -1.82734 1.37401 -0.246
O -1.55548 -2.76118 0.60636 0.130
C -0.59174 -0.79317 1.61278 -0.042
C 0.68344 -0.74862 1.16766 -0.187
O 1.50080 0.21563 1.64799 0.112
C 1.26460 -1.71432 0.22025 -0.139
C 2.49818 -2.29780 0.51952 -0.001
C 3.07276 -3.19619 -0.35947 -0.039
C 2.42020 -3.49672 -1.53941 -0.259
S 3.21936 -4.62969 -2.67290 0.682
O 3.74047 -5.74462 -1.94204 -0.272
O 2.33819 -4.87610 -3.77905 -0.278
N 4.52779 -3.66233 -3.10984 -0.232
C 5.78512 -4.35356 -3.33078 -0.168
C 5.83665 -4.94245 -4.74197 -0.182
O 5.61837 -3.94104 -5.71195 -0.125
C 4.35340 -3.33852 -5.54379 -0.188
C 4.22879 -2.70209 -4.15501 -0.165
C 1.20480 -2.92190 -1.85593 -0.024
C 0.62239 -2.02671 -0.97563 0.008
C -1.15596 0.22015 2.57713 -0.180
C -1.38544 1.54554 1.88299 -0.188
C -2.14197 1.59068 0.71876 -0.018
C -2.38056 2.79662 0.08772 -0.014
C -1.87028 3.98498 0.59737 -0.213
C -2.14587 5.29590 -0.09628 -0.391
C -0.84339 5.95164 -0.55987 -0.065
C -2.93254 6.23720 0.81847 -0.064
C -1.10766 3.92909 1.75755 -0.023
C -0.86711 2.72519 2.39397 -0.016
H -5.70751 3.35348 3.48622 0.086
H -6.81233 1.95577 3.55000 0.090
H -6.51614 2.92426 5.01904 0.088
H -5.00389 0.52542 2.82236 0.134
H -3.86440 1.89965 2.81103 0.116
H -2.60683 0.77855 4.70573 0.137
H -3.72126 -0.60474 4.56857 0.138
H 2.38195 0.13566 1.25819 0.121
H 2.98798 -2.07653 1.45817 0.125
H 4.01244 -3.67824 -0.14450 0.120
H 5.85599 -5.14185 -2.58263 0.114
H 6.59462 -3.62967 -3.19252 0.133
H 6.81995 -5.36441 -4.95559 0.130
H 5.06890 -5.72603 -4.82815 0.131
H 4.27085 -2.58172 -6.32568 0.130
H 3.55780 -4.08657 -5.66247 0.116
H 3.21418 -2.33720 -3.99386 0.118
H 4.93646 -1.87197 -4.05713 0.133
H 0.72564 -3.19339 -2.78319 0.120
H -0.32080 -1.56458 -1.21422 0.127
H -0.49214 0.37133 3.43879 0.163
H -2.55530 0.67709 0.31445 0.126
H -2.97525 2.81518 -0.81449 0.114
H -2.75782 5.09092 -0.98166 0.131
H -0.28785 5.27540 -1.20601 0.082
H -0.21522 6.20887 0.28913 0.074
H -1.05884 6.86186 -1.11483 0.077
H -3.17898 7.15496 0.28948 0.077
H -3.85813 5.76594 1.14210 0.079
H -2.35217 6.49536 1.70064 0.075
H -0.69669 4.83500 2.17694 0.112
H -0.27230 2.70276 3.29546 0.117
```

Computed properties:
frontier orbital gap	0.307	hartree
SMILES	COCCN1C(=O)C(=O)/C(=C(/O)c2ccc(S(=O)(=O)N3CCOCC3)cc2)[C@H]1c1ccc(C(C)C)cc1
relative energy (zero: lowest compared OMol25 entry of this formula, charge and spin)	168.9	kJ/mol
calculated total energy	-2082.4122	Ha
HOMO	-9.0	eV
max |F|	0.0209	hartree/bohr